Record 1
Formula: C12H28GeNa
Source: the Open Molecules 2025 dataset
Level of theory: wB97M-V/def2-TZVPD

## Properties
- Charge: +1
- HOMO-LUMO gap: 9.4 eV
- Total energy: -2712.995645 Ha
- ΔE to the lowest compared entry with this formula, charge and spin: 0.00 kcal/mol

Element x y z (Å)
Na 1.05153 -1.89968 -2.39577
C -2.07280 2.41809 3.19418
C -0.52562 2.42180 3.38650
C 0.27908 1.43729 2.51550
C 0.14766 1.66091 1.01813
Ge 1.09685 0.52925 -0.22466
C 0.71922 -1.35540 0.14915
C -0.71741 -1.82661 -0.04585
C -1.06013 -3.10314 0.76435
C -1.26485 -2.91587 2.28055
H -2.55019 2.85849 4.08607
H -2.41470 1.38408 3.06371
H -2.38548 2.97099 2.32978
H -0.33336 2.18336 4.44111
H -0.19828 3.47745 3.32881
H -0.03882 0.42514 2.78548
H 1.33610 1.45185 2.78618
H 0.44074 2.69625 0.76995
H -0.90532 1.56596 0.73590
H 2.58133 0.84679 -0.23160
H 0.85680 -1.32234 1.23275
H 1.50899 -2.06078 -0.17207
H -1.05233 -1.93787 -1.10090
H -1.41454 -1.05930 0.31047
H -0.32991 -3.87050 0.53970
H -2.00428 -3.46186 0.29957
H -0.36838 -2.98160 2.88042
H -2.00172 -3.60782 2.69262
H -1.66216 -1.90335 2.41539
C 2.46972 -0.00856 -3.18236
C 1.09157 0.64649 -3.35291
C 0.07954 -0.10265 -4.22497
C 0.43945 1.10278 -2.03421
H 2.60604 -0.98982 -3.65389
H 2.73790 -0.10976 -2.11494
H 3.24499 0.59466 -3.67166
H 1.32729 1.59379 -3.89628
H -0.54023 -0.92133 -3.80133
H 0.53307 -0.55924 -5.12329
H -0.61287 0.61830 -4.66715
H -0.64441 0.91853 -2.08667
H 0.54989 2.19523 -2.02577

***

Record 2
Formula: C12H29BInNO2P
Source: the Open Molecules 2025 dataset
Level of theory: wB97M-V/def2-TZVPD

## Properties
- Charge: -1
- HOMO-LUMO gap: 6.7 eV
- Total energy: -1236.228770 Ha

Element x y z (Å)
C 4.33626 2.03852 1.83154
C 4.22822 0.83066 0.86257
C 3.52134 1.20970 -0.46003
C 2.08754 0.65067 -0.58497
C 0.99998 1.71082 -0.77946
C -0.21837 1.21429 -1.55204
In -1.29754 -0.54602 -0.68791
C -2.06549 -1.74447 -2.49007
C -2.31124 -0.74083 -3.50591
O -3.33400 -0.05095 -3.58080
B -3.15150 -0.07422 0.58295
O -4.13191 -1.06901 0.70499
N -3.45727 1.15555 1.30119
C -3.44865 0.92573 2.74733
C -2.62850 2.30121 0.92614
P 0.14909 -2.16878 0.64248
C 1.61758 -2.75477 -0.39239
C -0.91459 -3.72597 0.67259
H 4.07351 1.74615 2.84560
H 5.35426 2.42184 1.83751
H 3.66067 2.83447 1.53249
H 3.65747 0.06502 1.38043
H 5.22358 0.44358 0.66157
H 4.11416 0.75988 -1.25829
H 3.55771 2.28642 -0.60705
H 2.05167 -0.05278 -1.41414
H 1.85005 0.09634 0.32199
H 1.45681 2.53626 -1.34274
H 0.73740 2.13158 0.19391
H 0.06290 0.98704 -2.58137
H -0.93012 2.03933 -1.60768
H -3.01072 -2.20833 -2.21987
H -1.31789 -2.47249 -2.80236
H -1.50402 -0.55129 -4.24687
H -3.69627 -1.89743 0.91376
H -3.56149 1.86604 3.28162
H -2.54945 0.39780 3.08810
H -4.29232 0.28664 3.00306
H -1.55787 2.11593 1.04420
H -2.85522 2.56699 -0.10186
H -2.92126 3.15674 1.53867
H 1.49761 -2.45690 -1.43004
H 2.50015 -2.27743 0.02245
H 1.72424 -3.83112 -0.29048
H -0.30367 -4.57425 0.36651
H -1.73028 -3.63736 -0.04245
H -1.27259 -3.94085 1.67513

***

Record 3
Formula: C12H29BeN4O9P
Source: the Open Molecules 2025 dataset
Level of theory: wB97M-V/def2-TZVPD

## Properties
- Charge: 0
- HOMO-LUMO gap (alpha / beta): 7.1 / 6.5 eV
- Total energy: -1726.654682 Ha
- ΔE to the lowest compared entry with this formula, charge and spin: 0.00 kcal/mol

Element x y z (Å)
O 0.19255 -4.15249 -1.47873
H 0.09772 -5.10274 -1.61595
Be -1.16307 -1.60635 -0.64360
N -0.17533 -0.81992 -1.76258
N 1.76290 -0.54894 0.00922
N -2.02887 -0.44859 0.26646
N -0.11750 -0.63150 2.06344
O -1.01447 -0.19182 -2.51850
O -2.87531 0.20110 -0.65898
O 0.91090 -0.08966 2.77676
O 2.67471 -0.51504 0.89379
C 2.14296 -0.97973 -1.21935
C 1.11468 -1.01819 -2.18561
C -2.34441 -0.16999 1.53572
C -1.29436 -0.20694 2.50463
C 1.32025 -1.35192 -3.61250
H 1.09967 -2.41559 -3.79379
H 2.34991 -1.17178 -3.92269
H 0.64975 -0.73712 -4.22376
C 3.56942 -1.34191 -1.45323
H 3.82328 -2.23683 -0.87030
H 4.22791 -0.52940 -1.11865
H 3.77015 -1.54689 -2.51154
C -3.70497 0.33911 1.83507
C -1.51728 0.36685 3.88008
H -4.46665 -0.14046 1.20815
H -3.75249 1.41838 1.66258
H -3.97614 0.16347 2.87722
H -0.57086 0.39561 4.42489
H -2.24042 -0.25114 4.44021
H -1.91649 1.39371 3.83108
H -2.33635 0.21580 -1.52579
H 1.69018 -0.25303 2.12258
C 0.22417 -3.34533 0.57819
H 1.01220 -3.91812 0.05573
H -0.68880 -3.95763 0.77058
H 0.52250 -2.74973 1.49997
O -1.90587 -2.72784 -1.24244
H -0.74693 -3.79637 -1.28742
H -2.71809 -3.10708 -0.86752
C -1.84932 3.55236 -0.03407
O -0.78067 2.96527 0.73018
P 0.16104 1.81924 0.05195
O 1.51812 1.90909 0.84545
C 1.84614 2.86430 1.84350
O 0.43473 2.33622 -1.45616
C 1.65749 2.81934 -1.97723
H -2.53591 3.98706 0.69598
H -2.39074 2.81534 -0.63844
H -1.45772 4.34150 -0.68290
H 1.68025 3.89324 1.48902
H 1.27297 2.68737 2.76474
H 2.91314 2.72380 2.04099
H 1.50206 3.84922 -2.32855
H 2.47943 2.81508 -1.23360
H 1.94787 2.18763 -2.83429

***

Record 4
Formula: C12H29Br2NO24P2S6
Source: the Open Molecules 2025 dataset
Level of theory: wB97M-V/def2-TZVPD

## Properties
- Charge: 0
- HOMO-LUMO gap: 7.5 eV
- Total energy: -10554.843821 Ha

Element x y z (Å)
N 2.56177 0.77944 4.72102
P 2.05535 1.61615 3.49147
P -0.21373 1.44245 3.43531
Br -0.25013 0.64458 1.35202
Br -2.58396 1.13339 3.58295
H 3.21462 0.08298 4.38049
H 2.55075 1.28567 2.21392
H 2.26824 3.01560 3.59186
H -0.44279 2.79453 3.74931
H -0.07062 0.57263 4.53511
C 0.39208 -0.84935 -2.51889
C 0.79991 -2.02039 -1.64444
O 2.23301 -1.86618 -1.54153
S 2.60755 -0.32598 -1.48271
O 2.71558 0.11039 -0.13443
O 3.67335 -0.10121 -2.39875
O 1.23212 0.22895 -2.05373
H 0.60389 -1.03180 -3.57313
H -0.64333 -0.55264 -2.37901
H 0.59877 -2.98928 -2.09017
H 0.36056 -1.96968 -0.65077
C -4.85427 -2.82106 0.58214
C -4.17424 -1.89618 1.57627
O -2.76979 -2.05425 1.26597
S -2.57993 -2.26534 -0.28607
O -2.27750 -1.02714 -0.93061
O -1.71635 -3.37619 -0.49660
O -4.08345 -2.62508 -0.62887
H -4.77959 -3.86786 0.87490
H -5.88626 -2.54819 0.37114
H -4.31844 -2.18773 2.61195
H -4.45555 -0.85211 1.43659
C -5.36470 -0.80675 -3.31594
C -5.52929 0.52187 -2.60187
O -6.94238 0.57784 -2.33496
S -7.49717 -0.87174 -2.01600
O -7.51967 -1.10802 -0.60937
O -8.66270 -1.09238 -2.79407
O -6.25675 -1.68371 -2.60569
H -5.67879 -0.75220 -4.35864
H -4.36119 -1.21461 -3.23706
H -5.26087 1.37890 -3.21223
H -4.98479 0.55623 -1.65712
C 8.07342 0.50874 5.50804
C 8.49652 1.15233 4.19920
O 7.36933 0.92358 3.33919
S 6.01383 0.98467 4.17993
O 5.42627 2.27259 4.06904
O 5.27758 -0.19487 3.88038
O 6.68237 0.85201 5.61802
H 8.17158 -0.57694 5.48065
H 8.58773 0.91266 6.37536
H 9.36438 0.68268 3.74560
H 8.65795 2.22600 4.30470
C 5.37251 -2.24699 -4.22608
C 5.90617 -1.25947 -5.24549
O 6.83010 -2.04598 -6.01747
S 6.29943 -3.54315 -6.15257
O 5.60418 -3.71769 -7.38016
O 7.36036 -4.41831 -5.79726
O 5.22010 -3.46183 -4.98332
H 6.08050 -2.41831 -3.41455
H 4.40684 -1.96254 -3.82232
H 6.45248 -0.43365 -4.80008
H 5.12004 -0.88146 -5.90039
C -4.80576 3.53842 2.09989
C -5.64378 4.79953 2.20576
O -5.85981 5.17501 0.83281
S -5.98364 3.87257 -0.07416
O -7.34350 3.51960 -0.28058
O -5.10614 4.02858 -1.18272
O -5.36758 2.84815 0.97802
H -3.76018 3.75340 1.88246
H -4.87268 2.89682 2.97199
H -5.13227 5.61788 2.70495
H -6.60765 4.61149 2.68148

***

> What is the formula in the third record?

C12H29BeN4O9P

***

> The lowest total energy belongs to which entry?

C12H29Br2NO24P2S6

***

> Among the records above, which one has the highest charge?

C12H28GeNa

***

> Among the records above, which one has the highest charge?

C12H28GeNa